11
Properties=species:S:1:pos:R:3 method="wB97M-V/def2-TZVPD" spin_multiplicity=3 charge=+1 e_homo_ev="-13.027 / -13.109" fmax_ev_per_a=1.706 s2=2.0593 gap_ev="7.14 / 7.54" de_lowest_kcal_mol=0.0
C 2.72 -1.15 -0.76
C 2.03 -1.03 0.40
H 2.31 -0.80 -1.71
H 2.45 -1.62 1.23
H 3.70 -1.63 -0.82
O -1.67 2.10 0.37
C -2.40 1.07 0.40
O -1.90 -0.07 0.57
O -3.71 1.16 0.23
Pr 0.38 0.85 0.80
H -3.92 1.12 -0.72


11
Properties=species:S:1:pos:R:3 method="wB97M-V/def2-TZVPD" spin_multiplicity=6 e_homo_ev="-5.539 / -10.122" fmax_ev_per_a=3.194 s2=8.7635 gap_ev="4.60 / 8.25" de_lowest_kcal_mol=31.5
O 1.21 1.20 -0.25
C 0.96 -0.10 -0.07
O 1.76 -0.86 -0.67
Rh 0.54 -2.11 0.43
O -0.82 -2.45 -0.93
C -2.08 -2.35 -0.83
H -2.36 -2.58 0.26
C 0.35 2.13 0.39
H -0.16 1.65 1.24
H -0.39 2.51 -0.33
H 0.97 2.96 0.75


11
Properties=species:S:1:pos:R:3 method="wB97M-V/def2-TZVPD" spin_multiplicity=6 charge=+3 e_homo_ev="-26.352 / -25.809" fmax_ev_per_a=5.005 s2=8.7578 gap_ev="9.97 / 5.64" de_lowest_kcal_mol=9.7
C 0.78 0.63 -1.17
C 0.64 1.13 0.15
O -0.02 0.54 1.11
C -0.73 -0.65 1.02
O -0.49 -1.45 0.07
O -1.71 -0.76 1.75
H 0.05 1.11 -1.83
H 1.33 1.88 0.55
H 1.81 0.85 -1.52
Ru -1.96 -2.69 0.95
H 0.31 -0.58 -1.08